Entry 1:
Molecular formula: C7H32BClN14NiO7
Method: DFT, ωB97M-V/def2-TZVPD

Results
- HOMO energy (alpha / beta): -8.45 / -8.45 eV
- Orbital gap (alpha / beta): 8.545 / 8.388 eV
- <S²>: 2.0037
- Electronic energy: -3572.5892 Eh

The geometry in ORCA input format:
```
! wB97M-V def2-TZVPD RIJCOSX def2/J DEFGRID3
* xyz 0 3
Ni 0.05 20.87 2.48
B 2.11 20.28 2.08
H 3.10 20.36 1.68
H 1.41 20.06 1.29
H 2.03 19.52 2.84
H 1.82 21.24 2.47
Cl -0.16 23.15 1.75
C 4.94 22.75 3.03
O 5.64 23.64 2.91
N 3.70 22.82 3.33
N 5.22 21.48 2.90
H 3.23 21.94 3.50
H 3.27 23.71 3.54
H 6.18 21.34 2.63
H 4.45 20.95 2.54
C 3.19 22.22 -1.08
O 3.43 22.95 -2.13
N 3.23 22.69 0.12
N 2.81 21.00 -0.98
H 2.70 22.21 0.83
H 3.59 23.64 0.10
H 2.41 20.60 -0.14
H 2.65 20.44 -1.81
C -0.68 17.98 3.86
O -0.41 19.11 3.53
N -1.95 17.40 3.83
N 0.18 17.07 4.41
H -2.69 18.06 3.68
H -2.21 16.43 3.71
H 1.15 17.34 4.36
H -0.18 16.14 4.22
C 0.82 22.11 5.47
O 0.80 21.47 4.41
N 1.83 22.15 6.25
N -0.13 22.83 5.82
H 2.04 22.88 6.92
H 2.61 21.55 6.06
H -0.95 22.81 5.23
H 0.06 23.63 6.41
C -1.16 20.18 -0.32
O -0.98 20.07 0.92
N -0.47 19.64 -1.31
N -2.28 20.50 -0.92
H 0.47 19.33 -1.14
H -0.78 19.85 -2.25
H -2.23 20.53 -1.93
H -3.07 20.90 -0.45
C 3.95 16.73 3.40
O 2.78 16.31 3.44
N 4.92 16.06 3.94
N 4.46 17.82 2.93
H 5.79 16.54 3.75
H 4.74 15.36 4.65
H 3.80 18.56 2.77
H 5.40 17.94 2.58
C 2.13 17.02 -0.29
O 1.63 16.72 -1.30
N 3.22 17.62 -0.19
N 1.53 16.74 0.83
H 3.44 18.00 0.72
H 3.68 17.77 -1.08
H 0.56 16.46 0.81
H 2.09 16.75 1.67
*
```

---

Entry 2:
Molecular formula: C4H3O2
Method: DFT, ωB97M-V/def2-TZVPD

Results
- HOMO energy (alpha / beta): -16.59 / -16.54 eV
- Orbital gap (alpha / beta): 9.847 / 8.466 eV
- Electronic energy: -303.9828 Eh

The geometry in ORCA input format:
```
! wB97M-V def2-TZVPD RIJCOSX def2/J DEFGRID3
* xyz 1 1
C 0.66 0.40 0.47
C -1.14 -0.30 -0.95
C -0.82 -0.08 0.43
C 0.27 -0.47 -0.74
O 1.45 -0.12 1.37
O -0.63 -1.37 -0.12
H 0.77 1.46 0.22
H -2.60 -0.04 -2.49
H 2.04 0.52 1.82
*
```

---

Entry 3:
Molecular formula: C31H85N8O24S
Method: DFT, ωB97M-V/def2-TZVPD

Results
- HOMO energy: -6.72 eV
- Orbital gap: 8.232 eV
- Electronic energy: -3874.3254 Eh

The geometry in ORCA input format:
```
! wB97M-V def2-TZVPD RIJCOSX def2/J DEFGRID3
* xyz -1 1
C -0.22 2.24 -0.05
N -0.48 0.75 0.04
C -0.18 0.29 1.41
C -1.92 0.52 -0.23
C 0.36 0.08 -1.00
C 1.81 -0.11 -0.67
O 2.43 1.15 -0.26
H -1.07 2.76 0.39
H -0.04 2.47 -1.09
H 0.66 2.53 0.52
H 0.81 0.63 1.70
H -0.24 -0.79 1.55
H -0.86 0.79 2.09
H -2.47 0.80 0.66
H -2.07 -0.54 -0.44
H -2.12 1.11 -1.13
H 0.35 0.65 -1.93
H -0.20 -0.80 -1.32
H 2.44 -0.46 -1.49
H 2.01 -0.93 0.03
H 2.29 1.68 -1.08
S 0.81 2.52 -3.63
O 1.91 2.14 -4.53
O 1.42 2.46 -2.28
O 0.36 3.87 -3.95
O -0.33 1.60 -3.69
C -6.46 -2.37 -1.54
C -5.90 -1.40 -0.49
O -4.53 -1.15 -0.77
O -5.93 -3.66 -1.27
H -6.17 -1.95 -2.51
H -7.54 -2.25 -1.46
H -5.99 -1.79 0.52
H -6.43 -0.46 -0.65
H -3.94 -1.54 -0.10
H -4.98 -3.62 -1.43
C 2.21 2.74 3.69
C 2.93 3.27 2.46
O 2.66 4.65 2.29
O 0.84 2.44 3.34
H 2.17 3.34 4.60
H 2.64 1.78 4.01
H 2.69 2.64 1.60
H 4.02 3.13 2.52
H 2.95 4.85 1.38
H 0.37 3.27 3.27
C -3.21 0.04 -4.61
C -2.79 -0.74 -3.37
O -1.39 -0.70 -3.05
O -2.92 1.42 -4.52
H -4.27 -0.13 -4.79
H -2.62 -0.42 -5.42
H -3.01 -1.80 -3.45
H -3.24 -0.27 -2.50
H -0.99 0.09 -3.50
H -1.96 1.47 -4.35
C 5.12 4.33 -2.06
C 4.11 4.23 -0.92
O 3.54 5.49 -0.60
O 5.93 3.19 -2.20
H 5.76 5.20 -1.88
H 4.52 4.40 -2.98
H 4.69 3.80 -0.08
H 3.39 3.42 -1.07
H 2.85 5.68 -1.24
H 5.73 2.75 -3.05
C 4.85 0.81 -4.39
C 3.97 0.06 -3.41
O 2.64 -0.09 -3.88
O 4.52 2.18 -4.29
H 4.75 0.24 -5.32
H 5.87 0.84 -4.00
H 3.90 0.59 -2.45
H 4.33 -0.91 -3.04
H 2.29 0.81 -4.08
H 3.56 2.27 -4.53
C 1.28 -3.25 4.34
C 2.29 -4.29 3.88
O 1.85 -4.85 2.64
O 1.05 -2.37 3.25
H 1.60 -2.68 5.21
H 0.34 -3.75 4.58
H 2.29 -5.10 4.61
H 3.27 -3.83 3.79
H 1.48 -5.72 2.82
H 0.70 -2.88 2.50
O 6.73 -1.71 0.82
C 5.52 -1.55 0.68
N 5.03 -0.43 0.12
C 4.48 -2.68 0.91
H 4.04 -0.24 0.15
H 5.66 0.33 -0.08
H 3.93 -2.32 1.78
H 4.80 -3.70 1.11
H 3.84 -2.72 0.03
O -3.86 1.85 4.49
C -3.84 2.27 3.34
N -2.78 2.90 2.80
C -5.07 2.10 2.47
H -2.03 3.18 3.41
H -2.84 3.19 1.82
H -5.27 2.95 1.81
H -5.89 1.98 3.18
H -5.10 1.17 1.91
O -3.21 3.99 0.16
C -3.27 3.34 -0.89
N -2.30 3.49 -1.82
C -4.40 2.38 -1.16
H -1.48 4.07 -1.74
H -2.37 3.02 -2.71
H -5.36 2.75 -0.82
H -4.21 1.46 -0.62
H -4.50 2.16 -2.22
O -1.58 -0.77 6.14
C -1.14 0.23 5.58
N -0.11 0.11 4.72
C -1.63 1.62 5.93
H 0.30 -0.80 4.55
H 0.41 0.83 4.23
H -0.90 2.42 6.06
H -2.18 1.66 6.87
H -2.38 1.89 5.18
O -3.26 -2.72 1.23
C -2.72 -2.77 2.33
N -2.62 -1.68 3.12
C -2.09 -4.07 2.89
H -2.98 -0.80 2.78
H -2.39 -1.77 4.10
H -2.66 -4.30 3.80
H -1.04 -3.94 3.14
H -2.29 -4.94 2.27
O 0.15 -2.62 0.89
C -0.06 -3.50 0.04
N 0.48 -4.70 0.16
C -1.01 -3.22 -1.11
H 1.19 -4.78 0.88
H 0.17 -5.54 -0.31
H -1.39 -4.13 -1.57
H -0.52 -2.60 -1.87
H -1.84 -2.59 -0.79
O -0.23 -4.33 -3.48
C 0.62 -3.46 -3.59
N 0.36 -2.14 -3.62
C 2.12 -3.78 -3.56
H -0.61 -1.85 -3.59
H 0.97 -1.38 -3.35
H 2.71 -2.91 -3.83
H 2.32 -4.59 -4.26
H 2.46 -4.13 -2.58
*
```

---

Entry 4:
Molecular formula: C6H14O
Method: DFT, ωB97M-V/def2-TZVPD

Results
- HOMO energy (alpha / beta): -15.13 / -15.12 eV
- Orbital gap (alpha / beta): 10.407 / 6.461 eV
- <S²>: 0.7570
- Electronic energy: -311.8798 Eh

The geometry in ORCA input format:
```
! wB97M-V def2-TZVPD RIJCOSX def2/J DEFGRID3
* xyz 1 2
C -2.43 0.36 0.94
C -1.24 -0.37 1.55
C 0.07 0.40 1.41
C 0.73 0.34 -0.06
C 2.46 -1.38 -0.55
C 1.14 -0.99 -0.35
H -2.35 1.44 1.07
H -3.39 0.07 1.37
H -2.53 0.16 -0.13
H -1.41 -0.56 2.60
H -1.18 -1.36 1.11
H 0.80 0.08 2.15
H -0.12 1.47 1.51
H 1.54 1.05 -0.09
H -0.08 0.67 -0.71
H 3.33 -0.75 -0.35
H 2.73 -2.36 -0.92
H 0.36 -1.74 -0.44
H 0.19 1.30 -4.06
H 1.14 0.90 -2.96
O 0.25 1.25 -3.08
*
```

---

Entry 5:
Molecular formula: C9H15ClN5
Method: DFT, ωB97M-V/def2-TZVPD

Results
- HOMO energy (alpha / beta): -10.41 / -10.54 eV
- Orbital gap (alpha / beta): 5.843 / 6.102 eV
- Electronic energy: -1085.4800 Eh

The geometry in ORCA input format:
```
! wB97M-V def2-TZVPD RIJCOSX def2/J DEFGRID3
* xyz 1 1
C -1.98 1.29 -0.12
C 1.53 0.96 -0.81
C -2.01 2.71 -0.08
C 0.36 3.03 -0.19
C -3.39 -0.51 0.48
C 2.75 -1.10 -1.54
C 1.43 -0.76 0.81
C 3.51 0.43 0.29
C 2.28 -0.15 -0.29
N 0.87 1.94 -0.69
N -0.82 3.38 -0.03
N -3.15 3.47 0.03
N -4.57 -1.08 0.82
N -3.21 0.74 0.28
Cl 1.64 4.32 0.11
H -2.42 -1.10 0.37
H 1.94 -1.63 -1.99
H 3.21 -0.49 -2.31
H 3.38 -1.89 -1.28
H 1.50 -0.09 1.59
H 0.41 -0.96 0.54
H 2.06 -1.60 1.10
H 3.50 1.28 1.01
H 4.15 -0.36 0.57
H 4.13 0.95 -0.60
H -3.07 4.40 0.32
H -3.76 3.36 -0.76
H -4.58 -2.03 0.95
H -5.17 -0.42 1.33
H -3.97 1.34 0.44
*
```

---

Entry 6:
Molecular formula: C16H20KN3S3Sb
Method: DFT, ωB97M-V/def2-TZVPD

Results
- HOMO energy (alpha / beta): -0.78 / -1.38 eV
- Orbital gap (alpha / beta): 5.134 / 5.723 eV
- <S²>: 0.7602
- Electronic energy: -2820.8235 Eh

The geometry in ORCA input format:
```
! wB97M-V def2-TZVPD RIJCOSX def2/J DEFGRID3
* xyz -2 2
K 0.16 0.03 1.04
C 1.17 3.20 0.10
N 0.25 2.31 -0.59
C -1.14 2.65 -0.33
C 0.51 2.03 -1.96
C 1.23 2.91 -2.76
C 1.51 2.63 -4.10
C 1.04 1.45 -4.64
C 0.31 0.55 -3.86
C 0.04 0.79 -2.50
N -0.53 -0.10 -1.64
C -1.31 -1.14 -2.05
C -2.23 -1.07 -3.12
C -3.12 -2.10 -3.39
C -3.12 -3.26 -2.63
C -2.20 -3.37 -1.59
C -1.30 -2.35 -1.29
N -0.38 -2.46 -0.21
C 1.02 -2.54 -0.64
C -0.67 -3.45 0.81
H 1.06 4.26 -0.21
H 2.19 2.90 -0.08
H 0.98 3.16 1.18
H -1.40 3.64 -0.72
H -1.32 2.66 0.75
H -1.79 1.90 -0.78
H 1.60 3.83 -2.32
H 2.09 3.33 -4.70
H 1.24 1.20 -5.67
H -0.01 -0.39 -4.29
H -2.27 -0.16 -3.69
H -3.83 -1.99 -4.21
H -3.81 -4.07 -2.83
H -2.18 -4.27 -1.00
H 1.25 -3.52 -1.08
H 1.67 -2.38 0.22
H 1.21 -1.76 -1.37
H -0.51 -4.48 0.46
H -1.70 -3.35 1.14
H -0.01 -3.26 1.66
S 1.14 3.20 4.14
Sb 1.11 0.89 4.35
S -1.01 -0.01 3.96
S 2.65 -0.17 2.94
*
```

---

Entry 7:
Molecular formula: C42H43ClIN6OP2Ru
Method: DFT, ωB97M-V/def2-TZVPD

Results
- HOMO energy (alpha / beta): -7.42 / -7.40 eV
- Orbital gap (alpha / beta): 6.876 / 6.835 eV
- <S²>: 0.7581
- Electronic energy: -3565.4837 Eh

The geometry in ORCA input format:
```
! wB97M-V def2-TZVPD RIJCOSX def2/J DEFGRID3
* xyz 0 2
Ru 1.13 1.36 -1.26
C -0.11 2.28 4.53
C -0.42 0.95 5.16
C -0.52 0.85 6.55
C -0.77 -0.36 7.17
C -0.92 -1.51 6.41
C -0.83 -1.43 5.03
C -0.58 -0.21 4.39
P -0.44 -0.07 2.57
C -0.95 -1.74 1.99
C -0.09 -2.59 1.30
C -0.56 -3.74 0.69
C -1.90 -4.07 0.77
C -2.76 -3.24 1.48
C -2.31 -2.08 2.09
C -3.28 -1.22 2.86
C 1.39 0.00 2.45
C 2.17 -0.89 3.20
C 3.54 -0.78 3.27
C 4.16 0.28 2.62
C 3.40 1.18 1.89
C 2.01 1.05 1.74
C 1.29 2.01 0.86
H -0.27 3.09 5.24
H -0.72 2.46 3.64
H 0.94 2.32 4.21
H -0.40 1.75 7.14
H -0.84 -0.40 8.25
H -1.11 -2.46 6.89
H -0.94 -2.33 4.44
H 0.95 -2.33 1.20
H 0.13 -4.37 0.14
H -2.28 -4.96 0.29
H -3.81 -3.49 1.55
H -4.31 -1.44 2.56
H -3.09 -0.15 2.73
H -3.21 -1.41 3.94
H 1.67 -1.68 3.76
H 4.12 -1.49 3.85
H 5.23 0.43 2.70
H 3.89 2.03 1.43
H 1.85 2.95 0.83
H 0.29 2.23 1.23
I 3.72 1.69 -1.49
C 3.66 1.53 -3.57
C 4.75 1.87 -4.31
C 4.73 1.62 -5.70
C 3.66 0.98 -6.26
C 2.55 0.59 -5.47
C 1.50 -0.17 -6.04
C 0.48 -0.60 -5.25
C 0.40 -0.19 -3.90
C 1.34 0.61 -3.28
C 2.49 0.93 -4.09
H 5.62 2.31 -3.85
H 5.59 1.90 -6.30
H 3.66 0.73 -7.31
H 1.56 -0.45 -7.09
H -0.29 -1.25 -5.65
H -0.43 -0.57 -3.33
C -4.11 2.20 -1.48
N -3.45 1.45 -2.65
C -3.74 -0.06 -2.49
N -3.36 -0.52 -1.21
C -4.02 0.24 -0.16
N -3.70 1.66 -0.23
C -2.28 1.93 0.08
P -1.14 1.11 -1.13
C -1.98 1.72 -2.67
C -1.90 -0.57 -1.03
H -5.19 2.07 -1.61
H -3.83 3.24 -1.58
H -3.87 1.77 -3.52
H -3.19 -0.57 -3.28
H -4.82 -0.16 -2.64
H -3.71 -0.15 0.80
H -5.10 0.12 -0.26
H -2.05 1.54 1.07
H -2.10 3.00 0.08
H -1.55 1.24 -3.55
H -1.83 2.80 -2.73
H -1.67 -0.99 -0.05
H -1.46 -1.25 -1.75
N 3.11 -1.55 -0.23
C 1.92 -1.71 -0.84
O 1.04 -0.80 -0.73
C 1.69 -2.91 -1.56
C 2.65 -3.94 -1.54
N 3.44 -4.78 -1.52
C 0.48 -3.11 -2.26
N -0.51 -3.27 -2.83
H 3.78 -2.30 -0.21
H 3.20 -0.81 0.46
Cl -0.35 4.38 -1.28
C 1.04 3.33 -1.85
H 1.90 3.93 -1.56
H 0.97 3.37 -2.94
*
```

---

Entry 8:
Molecular formula: C12H29Cl2OPRu
Method: DFT, ωB97M-V/def2-TZVPD

Results
- HOMO energy (alpha / beta): -5.86 / -8.35 eV
- Orbital gap (alpha / beta): 4.495 / 5.538 eV
- <S²>: 6.0246
- Electronic energy: -1906.2930 Eh

The geometry in ORCA input format:
```
! wB97M-V def2-TZVPD RIJCOSX def2/J DEFGRID3
* xyz 0 5
Ru -1.46 3.38 0.86
Cl -1.39 1.32 -0.05
Cl 0.37 3.91 -0.38
H -0.51 3.41 2.04
H -2.30 2.76 2.07
P 0.64 -1.76 -0.37
C -0.71 -3.02 -0.80
C 1.89 -2.23 -1.68
C 1.35 -2.71 1.09
C -1.85 -2.26 -1.49
H -1.05 -3.32 0.21
C -0.34 -4.28 -1.59
H -0.02 -4.05 -2.61
H -1.26 -4.88 -1.66
H 0.42 -4.90 -1.11
H -2.14 -1.37 -0.93
H -2.71 -2.93 -1.57
H -1.56 -1.95 -2.51
H 0.43 -2.92 1.67
C 2.22 -1.74 1.91
C 2.06 -4.03 0.83
H 1.40 -4.80 0.43
H 2.42 -4.40 1.80
H 2.94 -3.93 0.18
H 1.70 -0.80 2.09
H 3.17 -1.53 1.40
H 2.44 -2.21 2.87
C 1.43 -1.77 -3.06
H 1.90 -3.33 -1.65
C 3.29 -1.71 -1.38
H 0.53 -2.28 -3.43
H 2.24 -1.98 -3.77
H 1.25 -0.68 -3.08
H 3.29 -0.63 -1.16
H 3.90 -1.86 -2.28
H 3.80 -2.23 -0.56
C -1.67 7.22 2.26
C -2.57 6.19 1.65
C -3.97 6.60 1.33
O -2.19 5.02 1.46
H -2.26 8.13 2.40
H -0.84 7.46 1.59
H -1.29 6.92 3.24
H -4.14 6.57 0.25
H -4.71 5.97 1.85
H -4.11 7.63 1.66
*
```

---

Entry 9:
Molecular formula: C13H24N3O
Method: DFT, ωB97M-V/def2-TZVPD

Results
- HOMO energy: -12.86 eV
- Orbital gap: 7.493 eV
- Electronic energy: -748.7721 Eh

The geometry in ORCA input format:
```
! wB97M-V def2-TZVPD RIJCOSX def2/J DEFGRID3
* xyz 1 1
N 0.47 2.13 3.31
C 0.80 2.51 1.85
O 0.99 3.79 1.48
C 0.89 1.23 0.80
C 1.81 1.51 -0.52
C 3.39 1.85 -0.22
C 4.39 2.29 -1.42
C 5.85 2.54 -0.82
N 6.18 2.42 0.60
N 5.43 2.07 1.66
C 4.07 1.77 1.21
H -0.28 1.40 3.27
H 0.18 2.97 3.85
H -0.23 1.08 0.40
H 1.14 0.21 1.37
H 1.29 2.37 -1.14
H 1.78 0.53 -1.21
H 4.16 2.42 -2.56
H 6.71 2.83 -1.58
H 7.18 2.64 0.87
H 3.34 1.41 2.09
C -4.97 -0.98 -1.54
C -4.01 -2.10 -1.89
C -3.70 -3.03 -0.70
C -3.00 -2.36 0.49
C -1.67 -1.67 0.17
C -0.61 -2.63 -0.34
H -4.55 -0.31 -0.78
H -5.19 -0.38 -2.43
H -5.92 -1.37 -1.16
H -3.09 -1.69 -2.30
H -4.46 -2.71 -2.69
H -3.09 -3.86 -1.06
H -4.64 -3.47 -0.35
H -2.83 -3.12 1.26
H -3.68 -1.62 0.94
H -1.30 -1.20 1.08
H -1.82 -0.87 -0.56
H -0.41 -3.43 0.39
H 0.33 -2.10 -0.51
H -0.90 -3.10 -1.29
*
```

---

Q: electronic energy of number 1 (C7H32BClN14NiO7)?
A: -3572.5892 Eh